The following is a DFT calculation (ωB97M-V with the def2-TZVPD basis set) of a structure of composition C19H47ClO3P2SW at a distorted geometry.

```
74
Properties=species:S:1:pos:R:3:forces:R:3:mulliken_charge:R:1
W 0.045970 0.862517 -0.437795 -0.60 1.43 -0.97 0.390
Cl 0.151373 2.792976 -1.626624 0.03 1.05 -0.63 -0.422
P 2.178705 0.513980 0.449903 2.93 -0.32 0.47 0.724
C 2.620669 2.269741 1.003612 0.18 -0.03 -0.20 0.414
C 3.088919 -0.465869 1.750326 -0.18 0.09 -0.09 0.991
C 3.231904 0.312047 -1.065531 0.39 0.32 0.13 0.540
C 1.473661 2.865157 1.820873 0.03 0.49 0.48 -1.366
H 2.722741 2.826093 0.054046 -0.18 -0.16 0.26 0.532
C 3.957564 2.464734 1.773670 -0.21 0.18 -0.04 -1.844
H 3.893272 2.129062 2.817375 -0.05 -0.01 -0.28 0.330
H 4.161151 3.545188 1.798842 -0.10 -0.20 0.03 0.465
H 4.826294 2.000437 1.299548 -0.28 0.03 0.18 0.383
H 0.572370 3.077718 1.225141 0.25 -0.13 0.19 0.286
H 1.820991 3.824096 2.244376 -0.26 -0.24 -0.14 0.495
H 1.198208 2.221089 2.671989 0.03 0.21 -0.38 0.182
H 2.831146 1.060690 -1.771157 0.06 -0.14 0.23 0.601
C 3.063107 -1.077006 -1.695364 -0.13 -0.52 -0.43 -1.291
C 4.721635 0.660882 -0.853517 0.01 -0.03 -0.46 -1.801
H 4.881214 1.728832 -0.682251 -0.05 -0.19 0.00 0.333
H 5.256797 0.408659 -1.777987 -0.06 0.04 0.14 0.519
H 5.196011 0.087113 -0.047978 -0.20 0.12 -0.13 0.324
H 2.264917 -1.689769 -1.246202 0.24 0.25 -0.12 0.153
H 4.001054 -1.654842 -1.635997 -0.38 0.22 0.02 0.377
H 2.817492 -0.956648 -2.762186 0.12 -0.14 0.29 0.331
C 2.305234 -0.475112 3.059386 -0.18 -0.24 0.36 -1.410
H 4.003763 0.128890 1.886138 -0.32 -0.13 -0.06 0.407
C 3.516932 -1.868569 1.323197 -0.25 -0.41 -0.06 -1.628
H 2.247757 0.518889 3.527751 -0.06 -0.26 -0.20 0.257
H 2.837726 -1.132381 3.767991 -0.22 0.23 -0.16 0.493
H 1.289955 -0.882702 2.904687 0.37 0.19 0.14 0.097
H 2.687448 -2.408323 0.838929 0.40 0.12 0.17 0.125
H 3.793894 -2.424307 2.232194 0.04 0.14 -0.26 0.524
H 4.391239 -1.861182 0.657847 -0.31 0.03 0.15 0.240
H 0.002988 0.283287 1.089887 -0.57 -0.27 1.27 -0.135
H 0.078687 -0.738899 -0.735791 0.60 -1.24 -0.32 -0.180
P -2.142643 -0.024045 -0.750559 -2.75 -0.35 -0.18 0.624
C -2.542551 0.355698 -2.561236 0.00 0.22 0.16 0.545
C -3.148586 -1.574141 -0.533692 0.19 0.00 0.02 0.884
C -3.168227 1.252800 0.139936 -0.31 0.10 -0.36 0.606
C -1.408232 -0.138925 -3.459149 0.07 -0.17 -0.55 -1.409
H -2.579912 1.460300 -2.587956 0.14 -0.30 -0.02 0.544
C -3.897857 -0.151952 -3.118623 0.10 0.11 -0.12 -1.863
H -3.887725 -1.226818 -3.336963 0.06 0.26 0.13 0.309
H -4.067808 0.364965 -4.073810 0.09 -0.12 0.15 0.485
H -4.762449 0.073087 -2.489704 0.26 -0.14 -0.12 0.355
H -0.484491 0.446284 -3.348311 -0.22 -0.18 0.04 0.273
H -1.731462 -0.050308 -4.510801 0.21 -0.01 0.29 0.473
H -1.177672 -1.201637 -3.277825 -0.05 0.39 -0.03 0.223
H -2.729625 2.215462 -0.175002 -0.07 -0.22 0.03 0.572
C -3.022123 1.131928 1.663573 0.07 0.16 0.66 -1.335
C -4.656830 1.298119 -0.277429 0.02 0.35 0.23 -1.839
H -4.796488 1.653816 -1.301705 0.06 -0.09 0.18 0.338
H -5.164677 2.020428 0.375535 0.08 -0.11 -0.10 0.535
H -5.178197 0.341356 -0.149626 0.23 0.15 -0.03 0.315
H -2.318848 0.352746 1.992610 -0.21 0.22 -0.15 0.139
H -3.998880 0.927516 2.135798 0.42 0.01 -0.20 0.429
H -2.660174 2.086972 2.074112 -0.11 -0.28 -0.04 0.322
C -2.530789 -2.738435 -1.312943 0.19 -0.41 -0.05 -1.609
H -4.097631 -1.305630 -1.023111 0.35 0.01 0.14 0.441
C -3.465893 -1.929210 0.918127 0.09 -0.24 0.25 -1.494
H -2.806831 -2.724713 -2.375885 0.16 0.13 0.23 0.282
H -2.912265 -3.677315 -0.889340 0.22 0.23 -0.13 0.477
H -1.435878 -2.771136 -1.216795 -0.31 -0.09 -0.03 0.157
H -2.563018 -1.918832 1.541219 -0.37 -0.04 -0.08 0.095
H -3.852937 -2.957548 0.925275 0.10 0.26 0.08 0.530
H -4.239055 -1.279460 1.348064 0.25 -0.04 -0.12 0.278
C 0.909853 -4.148188 2.516748 -0.27 0.25 0.07 -1.060
S -0.067602 -3.200630 1.346676 -0.51 -0.67 0.46 1.179
O 0.780570 -2.978925 0.162820 -0.42 -0.04 0.34 -0.710
O -1.211107 -4.098512 1.123288 0.57 0.87 -0.15 -0.598
O -0.421631 -1.944494 2.051172 0.25 -0.76 -0.54 -0.771
H 0.980657 -5.172067 2.144312 0.03 0.19 0.00 0.352
H 0.317061 -4.128546 3.447283 0.51 -0.03 -0.30 0.297
H 1.902253 -3.701169 2.616495 -0.23 -0.09 0.22 0.192
```
Forces are in eV/Å.

For the HOMO energy (alpha / beta), the calculation gives -8.05 / -8.39 eV. The HOMO-LUMO gap (alpha / beta) comes out at 7.2 / 7.7 eV. The expectation value of S² is 2.01. Its spin multiplicity is 3.

The following is a DFT calculation (ωB97M-V with the def2-TZVPD basis set) of a cluster of 3 separate species, C19H47N3O4Si in total at a distorted geometry.

```
74
Properties=species:S:1:pos:R:3:forces:R:3:mulliken_charge:R:1
C -0.846620 1.472746 2.201693 0.18 0.15 -0.41 -1.068
C -0.649612 0.463557 1.072403 -0.27 0.16 0.39 -0.744
C -1.593986 -0.751944 1.156708 -0.05 -0.36 -0.59 0.706
C -0.835227 -2.103914 1.073372 -0.34 0.20 0.09 -1.376
Si -2.824885 -0.673023 -0.282437 -0.08 -0.04 -0.69 0.292
N -4.368253 -1.336163 0.125845 0.67 0.27 1.13 -0.199
C -5.131522 -0.811005 1.000611 -0.08 -0.30 -0.42 0.581
C -5.634048 0.601762 0.925046 0.03 0.19 0.06 -1.280
C -5.649319 -1.656698 2.136478 -0.55 -0.24 -0.52 -1.121
H -0.020067 2.178584 2.183395 0.05 0.15 0.19 0.123
H -0.873637 0.997475 3.179506 -0.02 -0.08 0.10 0.381
H -1.761164 2.046181 2.052218 -0.18 -0.06 0.12 0.287
H -0.811170 1.005127 0.138059 0.17 -0.01 -0.16 0.163
H 0.390074 0.141862 1.063126 0.08 -0.14 0.04 0.346
H -2.165061 -0.734466 2.085302 0.02 0.15 0.15 0.342
H 0.166748 -1.938741 0.688167 0.14 -0.08 -0.04 0.401
H -1.326275 -2.806501 0.402732 -0.02 -0.17 0.00 0.297
H -0.765621 -2.579616 2.048471 0.15 -0.05 0.10 0.267
H -2.269571 -1.491076 -1.382724 -0.01 0.05 -0.04 -0.169
H -2.863049 0.736592 -0.769054 -0.10 0.09 0.08 -0.241
H -5.801814 1.050755 1.900935 0.04 0.00 0.12 0.372
H -6.602330 0.562593 0.422007 -0.11 0.00 0.00 0.346
H -4.985031 1.233599 0.327222 0.09 0.03 -0.07 0.330
H -6.453117 -1.190031 2.698536 0.06 0.12 0.17 0.361
H -6.033635 -2.580154 1.706079 0.04 -0.14 0.05 0.311
H -4.818593 -1.931338 2.780394 0.08 0.08 0.15 0.270
C 1.826766 -5.424730 -5.931775 -0.05 0.03 -0.07 -0.715
O 0.506655 -5.612236 -6.398553 0.09 0.03 0.09 -0.348
C -0.218898 -6.632567 -5.724605 -0.14 -0.11 -0.14 -0.776
C -1.339563 -6.051212 -4.891554 0.08 0.16 0.08 -0.202
N -0.821636 -5.319021 -3.744468 -0.06 0.05 -0.11 -0.320
C -1.822547 -4.548338 -3.011554 0.17 -0.05 0.08 -0.680
C -2.528335 -3.407027 -3.733817 -0.19 0.01 0.15 -0.642
O -1.685398 -2.317092 -4.054060 0.04 -0.06 -0.11 -0.379
C -0.967992 -2.436704 -5.266613 0.02 0.16 0.08 -0.610
H 2.320045 -4.741895 -6.621242 -0.02 0.01 -0.01 0.239
H 1.851937 -4.984707 -4.928751 0.03 -0.06 0.03 0.297
H 2.380742 -6.368250 -5.917481 0.02 0.00 0.03 0.343
H 0.447967 -7.241801 -5.107606 0.02 0.05 0.06 0.409
H -0.654068 -7.280435 -6.490870 0.03 -0.01 0.00 0.393
H -1.971985 -6.868282 -4.531405 -0.03 0.01 0.00 0.347
H -1.948901 -5.420555 -5.553804 -0.05 -0.09 -0.04 0.184
H -0.096274 -4.688306 -4.059689 0.02 0.00 0.01 0.080
H -1.323101 -4.120231 -2.138914 -0.05 0.01 0.03 0.421
H -2.582019 -5.240706 -2.634100 -0.02 -0.01 -0.03 0.397
H -3.277971 -3.012370 -3.043491 0.01 0.04 -0.01 0.411
H -3.071667 -3.744338 -4.625362 0.10 -0.04 -0.06 0.396
H -1.524713 -3.007847 -6.014322 0.02 -0.05 0.00 0.301
H 0.012636 -2.898879 -5.118149 -0.02 -0.08 -0.07 0.190
H -0.802316 -1.429487 -5.649939 -0.02 0.00 0.01 0.278
C 4.341091 7.589239 2.124458 0.05 -0.06 -0.04 -0.714
O 5.201381 6.547041 2.537526 -0.13 0.06 0.00 -0.346
C 5.469622 6.520259 3.933357 0.21 -0.06 0.04 -0.802
C 4.836689 5.313392 4.589540 -0.18 -0.01 -0.08 -0.197
N 3.384839 5.427626 4.617947 0.08 -0.09 -0.09 -0.312
C 2.686576 4.215988 5.034809 -0.08 0.17 0.00 -0.771
C 2.821075 2.971097 4.165538 -0.07 -0.18 0.15 -0.483
O 2.208664 3.080462 2.895214 0.12 0.08 -0.05 -0.331
C 3.000794 3.675892 1.884038 -0.17 -0.06 -0.08 -0.664
H 4.343800 7.598966 1.036051 0.01 -0.02 -0.01 0.239
H 3.312090 7.436789 2.468493 0.00 0.06 0.04 0.298
H 4.693259 8.560720 2.483876 -0.03 0.02 0.01 0.344
H 5.134008 7.444379 4.412674 -0.08 -0.01 0.00 0.404
H 6.554500 6.453240 4.054029 0.00 0.03 -0.01 0.391
H 5.204191 5.235932 5.617144 0.00 -0.03 0.01 0.374
H 5.178745 4.424495 4.041593 0.10 0.00 0.05 0.175
H 3.059208 5.687199 3.695890 -0.01 0.02 0.00 0.086
H 1.623301 4.460557 5.093097 -0.01 -0.03 0.03 0.376
H 3.009805 3.964344 6.050098 0.03 -0.02 0.00 0.414
H 2.293353 2.162377 4.678221 -0.01 -0.01 -0.02 0.369
H 3.862344 2.643886 4.058360 0.03 0.10 -0.05 0.332
H 4.064220 3.468551 2.026462 0.02 0.04 0.02 0.314
H 2.847243 4.757391 1.829427 0.11 0.02 0.03 0.221
H 2.686625 3.251032 0.930192 0.00 -0.03 0.01 0.284
```
Forces are in eV/Å.

For the HOMO energy, the calculation gives -8.48 eV. The HOMO-LUMO gap comes out at 9.4 eV. Its SMILES is CC[C@H](C)[SiH2]N=C(C)C.COCCNCCOC.COCCNCCOC.

The following is a DFT calculation (ωB97M-V with the def2-TZVPD basis set) of a structure of composition C19H48B3MgO10S3 at a distorted geometry.

```
84
Properties=species:S:1:pos:R:3:forces:R:3:mulliken_charge:R:1
Mg -0.871525 -1.913592 2.501860 -0.86 1.05 0.69 0.417
B 0.245518 -2.497543 5.035575 -0.35 -0.10 -0.99 0.753
H 0.913119 -2.092591 4.290888 3.67 1.58 -3.05 -0.380
H -0.583831 -1.818174 4.913645 -4.00 3.02 0.10 -0.291
H -0.097399 -3.447646 4.656179 -1.39 -4.09 -1.51 -0.294
H 0.632003 -2.609690 6.036722 1.45 -0.03 3.54 -0.200
B -3.769911 -2.172507 2.358388 0.91 -0.29 -0.44 0.622
H -4.826005 -2.108477 2.570069 -3.71 0.33 1.02 -0.196
H -3.570016 -2.556044 1.369865 0.51 -1.26 -4.21 -0.288
H -3.262773 -1.225356 2.458170 2.23 4.45 0.44 -0.350
H -3.255418 -2.894337 2.973619 2.11 -3.21 3.16 -0.303
B -0.024950 0.192349 0.861365 -0.22 -0.72 0.74 0.800
H 0.264340 1.027069 0.241849 1.08 2.60 -2.78 -0.282
H -0.390569 0.649456 1.767802 -1.60 1.83 3.93 -0.299
H -0.801669 -0.483333 0.538259 -3.58 -2.62 -1.98 -0.314
H 0.777303 -0.460752 1.168110 3.93 -2.60 1.17 -0.384
C 3.489472 2.762188 -3.295197 -0.15 -0.13 0.16 -1.417
C 3.299802 1.360471 -3.780065 -1.63 1.52 0.01 0.527
C 1.916255 1.062398 -4.371230 -0.27 -0.09 1.11 -0.483
O 2.290767 0.041569 -5.236226 -0.05 -1.86 -2.66 -0.312
C 3.499176 0.323852 -5.761336 1.79 -1.80 -2.05 0.698
O 4.074405 -0.186642 -6.732738 -2.29 1.39 2.71 -0.605
O 4.060782 1.230334 -4.969577 1.49 -0.06 0.03 -0.338
H 3.151017 3.473465 -4.048597 -0.06 0.02 0.06 0.341
H 4.552720 2.928609 -3.122281 -0.14 0.15 0.36 0.346
H 2.877530 2.833707 -2.396031 0.29 0.49 0.19 0.399
H 3.518946 0.654680 -2.978862 0.47 -0.39 -0.38 0.291
H 1.471683 1.873379 -4.948098 0.20 0.36 0.09 0.274
H 1.140772 0.617226 -3.747905 0.28 0.35 0.46 0.277
C -3.605504 7.426858 2.957198 -0.42 -0.59 0.78 -1.020
C -2.959410 6.071878 3.351353 -2.31 -0.79 1.52 0.664
O -3.625218 5.182234 3.881041 0.43 1.62 -0.70 -0.560
C -1.552506 5.806910 3.045974 -0.06 0.88 -0.63 -0.824
H -4.096945 7.295451 1.993189 0.25 0.19 -0.20 0.253
H -2.978422 8.317177 3.004227 0.41 -0.33 -0.44 0.355
H -4.409152 7.644401 3.660710 -0.12 -0.33 0.06 0.318
H -1.667647 5.125324 2.203197 0.77 -0.26 -0.02 0.246
H -1.061377 5.366582 3.913739 0.15 -0.02 -0.38 0.312
H -1.172608 6.770476 2.706382 0.89 -0.36 0.02 0.256
C 0.820094 -5.337081 -3.589949 -0.89 0.92 1.86 -0.535
C 2.069558 -5.545794 -2.680546 -0.40 -2.00 0.19 -0.627
C 1.649797 -5.959675 -1.198751 0.61 1.61 -0.16 -0.621
S -0.051656 -5.476271 -0.966985 -0.21 -0.07 -0.04 0.992
O -0.140023 -4.523583 0.133484 -0.30 -0.46 -0.81 -0.498
O -0.806310 -6.732692 -0.910455 0.38 1.52 -0.35 -0.658
C -0.206327 -4.618383 -2.626608 0.30 -0.68 0.15 -0.806
H 0.398703 -6.257953 -3.993092 0.14 -0.01 0.14 0.311
H 0.991934 -4.624720 -4.396867 0.29 -0.26 -0.09 0.332
H 2.721029 -4.672641 -2.716231 -0.21 -0.01 0.41 0.350
H 2.646402 -6.402831 -3.028185 0.20 0.20 -0.39 0.270
H 2.281008 -5.389658 -0.517023 -0.30 0.34 0.09 0.290
H 1.676127 -6.951979 -0.748490 0.20 -0.48 -1.15 0.385
H 0.110707 -3.587998 -2.465661 0.12 -0.04 0.27 0.356
H -1.245390 -4.568587 -2.952149 0.04 -0.38 0.10 0.469
C 5.407421 -0.488903 5.857047 -0.37 -1.32 -0.21 -0.659
C 5.681682 0.620269 4.837145 0.61 0.64 0.01 -0.639
C 5.091350 0.249197 3.427975 0.60 -0.97 1.33 -0.673
S 5.471718 -1.543962 3.291808 0.24 -2.16 -0.46 0.987
O 6.847546 -1.859509 2.896842 -0.87 1.08 0.04 -0.656
O 4.416882 -2.277608 2.562888 1.33 1.57 1.19 -0.592
C 5.421284 -1.880381 5.077945 -1.87 0.23 0.65 -0.662
H 4.468251 -0.251212 6.356616 -0.81 -0.60 -0.82 0.313
H 5.964424 -0.498426 6.793945 1.21 0.05 -0.59 0.344
H 6.741523 0.871556 4.796389 0.30 -0.63 -0.56 0.313
H 5.338650 1.556255 5.278015 -0.80 0.07 -0.48 0.381
H 5.522105 0.771824 2.573925 -0.16 -0.03 0.16 0.395
H 4.002541 0.198272 3.424740 -0.04 0.47 -0.10 0.363
H 6.026244 -2.748167 5.340773 1.31 0.86 -0.11 0.451
H 4.494213 -2.435494 5.221146 -0.78 0.68 -0.13 0.314
C -5.490713 3.349785 -3.628101 0.61 -0.87 -0.09 -0.560
C -6.805577 2.686293 -4.119990 -0.55 2.42 -0.06 -0.644
C -6.582372 1.288560 -4.473367 0.13 -1.93 0.23 -0.569
S -5.296857 0.708187 -3.292183 0.40 -2.43 3.36 0.998
O -4.135900 0.129797 -4.015927 -2.09 1.31 0.79 -0.625
O -5.861834 -0.074039 -2.119901 1.00 1.83 -3.44 -0.622
C -4.884523 2.391912 -2.577598 -1.21 -0.99 -0.49 -0.701
H -5.642664 4.337708 -3.193329 0.11 0.01 -0.37 0.337
H -4.796308 3.321672 -4.467813 0.01 0.72 -0.16 0.285
H -7.270025 3.125271 -5.002990 0.62 0.67 -0.32 0.323
H -7.635412 2.861452 -3.435298 0.29 -0.54 0.72 0.328
H -6.204102 1.096246 -5.477371 0.29 0.28 0.09 0.374
H -7.539662 0.772692 -4.398544 0.39 -0.63 0.36 0.328
H -3.834015 2.279961 -2.309280 0.14 0.64 -0.63 0.432
H -5.424280 2.519280 -1.639226 -0.15 -0.52 -0.03 0.313
```
Forces are in eV/Å.

For the HOMO energy, the calculation gives -6.38 eV. The HOMO-LUMO gap comes out at 8.3 eV. As for the charge: -1.

no.,electronic energy (Eh)
1,-2585.93956
2,-1506.71796
3,-2973.99225